Density functional theory data (wB97M-V/def2-TZVPD) for the molecule C7H9NO2 in a non-equilibrium geometry.

```
19
Properties=species:S:1:pos:R:3:forces:R:3
C 3.181023 -1.102652 -0.217469 0.28 -0.76 0.25
C 1.873312 -0.378080 -0.399590 -1.28 -0.31 1.57
C 0.831377 -0.953895 0.222105 -1.98 0.49 -2.22
C -0.657765 -0.433166 0.043499 1.86 -0.07 2.26
N -1.739550 -1.069772 -0.220803 1.75 -0.07 -0.13
C -2.983447 -0.394715 -0.094479 2.62 0.73 -0.70
O -3.960574 -0.998554 0.121301 -2.00 -0.46 0.41
O -2.960844 0.945527 -0.338525 -1.77 -0.57 0.10
C -1.809337 1.692271 -0.212596 1.97 1.38 1.56
C -0.683629 0.971424 0.601982 -3.26 0.08 -0.97
H 4.037794 -0.612469 -0.759360 -0.84 -0.93 0.53
H 2.863758 -2.135631 -0.590704 1.53 1.19 0.20
H 3.432030 -1.248754 0.901463 -0.29 0.48 -1.80
H 1.686731 0.537811 -0.946931 0.56 0.01 -0.24
H 1.054738 -1.881015 0.706188 -0.54 -0.57 0.43
H -2.049338 2.681588 0.280486 -0.02 -1.09 -0.56
H -1.350784 1.918951 -1.165822 -0.27 0.03 -0.64
H 0.201751 1.500514 0.401846 1.23 0.54 0.22
H -0.967252 0.960616 1.667412 0.46 -0.11 -0.27
```
Forces are in eV/Å.

For the HOMO-LUMO gap, the calculation gives 0.3613 hartree. The HOMO energy is -9.69 eV. The value obtained for the lowest unoccupied orbital energy is 0.0052 Eh. As for the total energy: -12987.9950 eV. The charge is 0. The SMILES is C/C=C/C1=NC(=O)OCC1.


Density functional theory data (wB97M-V/def2-TZVPD) for C20H22ClNNdO2P as an isolated structure in a non-equilibrium geometry.

```
48
Properties=species:S:1:pos:R:3:forces:R:3
Nd -0.054467 2.105031 1.105919 -1.14 -1.01 -1.10
Cl -2.043527 3.015171 -0.055315 0.18 0.04 0.29
P -0.159179 -0.558434 -0.385188 -0.05 -0.96 -0.89
C -0.145851 -1.991841 0.749974 0.24 -0.15 0.90
C 0.772894 -3.058388 0.669774 -0.23 0.02 -0.07
C 0.684827 -4.144095 1.553175 -0.01 0.19 0.11
C -0.273250 -4.157792 2.572840 0.00 0.33 -0.26
C -1.137282 -3.063266 2.712663 0.10 0.03 0.09
C -1.055702 -1.982565 1.828388 0.11 -0.24 0.02
C -1.788033 -0.611436 -1.220766 -0.72 0.28 0.14
C -2.003894 0.316485 -2.255950 -0.05 -0.19 0.07
C -3.249358 0.403169 -2.878905 0.12 0.00 0.00
C -4.301204 -0.426738 -2.476134 0.28 0.02 0.24
C -4.101408 -1.321516 -1.423033 0.00 0.04 0.04
C -2.859257 -1.412532 -0.788195 0.28 0.19 -0.16
C 0.984878 -1.061139 -1.719406 0.71 0.28 -0.54
C 2.032063 -0.198517 -2.096800 -0.03 -0.46 -0.22
C 2.942993 -0.569727 -3.096118 0.08 -0.12 -0.11
C 2.830294 -1.807051 -3.743654 -0.22 0.14 0.31
C 1.778464 -2.660995 -3.396037 -0.25 0.01 0.22
C 0.857016 -2.287315 -2.406800 0.02 0.07 0.06
H -1.185534 0.973345 -2.571006 -0.31 -0.20 0.00
H -3.406990 1.136854 -3.672493 0.08 -0.28 0.22
H -5.276201 -0.356148 -2.961905 0.33 -0.02 0.16
H -4.927967 -1.937981 -1.066312 0.26 0.13 -0.16
H -2.711252 -2.096114 0.048693 -0.19 0.11 -0.37
H 1.552695 -3.048704 -0.095791 -0.34 -0.09 0.26
H 1.381586 -4.983449 1.457726 -0.25 0.40 -0.01
H -0.330445 -5.000096 3.268699 -0.01 0.33 -0.31
H -1.871929 -3.053080 3.525802 0.31 0.04 -0.37
H -1.734866 -1.133734 1.965318 0.07 -0.29 -0.07
H 2.133318 0.781736 -1.626543 0.04 -0.18 -0.04
H 3.763401 0.096024 -3.379752 -0.37 -0.15 0.17
H 3.549464 -2.114234 -4.513457 -0.33 0.25 0.40
H 1.675582 -3.636369 -3.890204 0.00 0.52 0.24
H 0.034267 -2.962479 -2.148386 0.30 0.22 -0.14
H 1.823763 0.507031 1.745245 0.87 0.48 -1.04
H 2.158503 0.834437 1.104289 -0.38 -0.72 1.20
N 2.083898 5.964715 2.789645 -0.07 -0.10 -0.68
C 0.965052 5.277524 3.498629 -0.24 0.70 0.88
C 0.827661 3.975598 2.819763 0.42 -3.08 -3.00
O 0.585400 2.805372 3.273464 0.02 2.78 0.35
O 1.018411 4.084656 1.500726 -0.09 0.29 2.31
H 2.969202 5.453217 2.946130 -0.34 0.27 -0.31
H 2.251446 6.940178 3.039881 -0.28 0.10 0.20
H 1.791554 5.891624 1.784928 0.77 0.10 0.49
H 1.136985 5.249509 4.553788 0.27 -0.29 0.62
H 0.031979 5.824063 3.352691 0.06 0.17 -0.16
```
Forces are in eV/Å.

As for the spin multiplicity: 4. For the HOMO-LUMO gap (alpha / beta), the calculation gives 0.2439 / 0.2524 hartree. The HOMO energy (alpha / beta) is -13.63 / -13.62 eV. The value obtained for the lowest unoccupied orbital energy (alpha / beta) is -0.2568 / -0.2482 Eh. As for the total energy: -63756.9532 eV. The charge is +2.